{"formula": "C6H10O8S", "method": "ωB97M-V/def2-TZVPD", "relative_energy_kcal_mol": 0.0, "homo_lumo_gap_ev": 8.57, "largest_force_ev_per_a": 2.0, "e_tot_ev": -33597.9853, "multiplicity": 1, "elements": ["C", "C", "C", "C", "C", "C", "O", "O", "O", "O", "O", "O", "O", "O", "S", "H", "H", "H", "H", "H", "H", "H", "H", "H", "H"], "xyz": [[-1.787167, -2.170372, -0.854685], [-0.351434, -0.369386, -0.994379], [0.507560, -1.139724, -1.695613], [0.079711, 2.313405, 0.704125], [-0.323401, -0.227452, 0.514472], [0.669103, 0.912441, 0.955739], [-1.283923, -3.171405, -0.630521], [-1.148879, 0.578682, -1.578113], [1.310892, -2.091793, -1.186109], [-0.798907, 2.654169, 1.740002], [0.132775, -1.424410, 1.099664], [-1.584269, 0.110256, 1.007562], [0.893240, 0.733776, 2.327164], [1.866710, 0.797058, 0.259773], [0.555788, -1.069365, -3.463615], [-0.398912, 2.343873, -0.276566], [0.905787, 3.028137, 0.729680], [-1.146423, 0.461763, -2.536975], [1.106976, -2.196794, -0.237252], [-1.563215, 2.061878, 1.674040], [0.377962, -1.198610, 2.014527], [-2.250663, -0.409371, 0.537041], [0.434630, 1.463466, 2.782293], [2.396133, 0.098885, 0.664748], [1.399926, -2.089106, -3.557002]], "forces_ev_per_a": [[-0.4, -1.9, 0.4], [1.3, 0.0, -0.2], [-0.2, 0.4, 0.1], [0.5, -0.2, -0.4], [0.5, 0.4, 0.0], [-0.5, 0.1, -0.1], [-0.6, 0.9, -0.4], [-0.1, 0.0, -0.2], [0.1, -0.1, 0.0], [-0.4, 0.2, 0.4], [0.1, -0.1, 0.0], [-0.2, 0.1, 0.2], [0.1, 0.1, 0.3], [0.1, 0.1, 0.0], [-0.2, 0.3, 0.3], [0.1, 0.0, 0.1], [-0.1, -0.1, 0.0], [-0.1, 0.0, 0.1], [0.0, 0.1, 0.0], [0.1, 0.1, 0.0], [-0.1, 0.1, -0.1], [0.0, 0.0, 0.0], [0.0, -0.2, -0.1], [-0.1, 0.0, 0.0], [0.1, -0.3, -0.1]]}



{"formula": "C35H35N5O5Sc", "method": "ωB97M-V/def2-TZVPD", "relative_energy_kcal_mol": 135.1, "homo_lumo_gap_ev": [4.64, 5.05], "largest_force_ev_per_a": 2.2, "charge": -1, "e_tot_ev": -75253.8744, "multiplicity": 1, "elements": ["Sc", "C", "N", "C", "C", "C", "N", "C", "C", "C", "C", "C", "C", "C", "O", "C", "C", "C", "N", "C", "C", "C", "C", "C", "C", "C", "O", "H", "H", "H", "H", "H", "H", "H", "H", "H", "H", "H", "H", "H", "H", "H", "H", "H", "H", "H", "H", "H", "H", "H", "H", "H", "O", "C", "C", "C", "C", "C", "C", "C", "O", "N", "N", "C", "C", "C", "C", "C", "C", "C", "O", "H", "H", "H", "H", "H", "H", "H", "H", "H", "H"], "xyz": [[0.135130, -0.177398, 0.138020], [-0.203192, 1.658345, -2.851444], [0.201159, 1.855831, -1.460024], [-0.611375, 2.971961, -0.919581], [-0.748719, 2.995966, 0.603157], [-1.871939, 2.074352, 1.090392], [-1.753519, 0.778348, 0.434626], [-2.839044, 0.191384, 0.064949], [-2.945538, -0.965269, -0.780311], [-4.195239, -1.597969, -0.885287], [-4.390893, -2.692921, -1.689004], [-3.313220, -3.179992, -2.438065], [-2.083448, -2.571884, -2.375978], [-1.838251, -1.451699, -1.545457], [-0.674536, -0.884386, -1.546089], [1.640195, 2.193306, -1.396849], [2.598813, 1.198871, -2.068077], [2.388340, -0.304734, -1.801514], [2.127077, -0.620349, -0.412936], [3.043122, -1.336381, 0.249899], [2.973396, -1.789490, 1.591869], [4.012762, -2.586423, 2.133077], [3.957457, -3.086446, 3.415444], [2.849963, -2.838319, 4.225619], [1.811276, -2.043144, 3.739810], [1.891762, -1.515598, 2.475657], [0.935218, -0.649256, 1.956779], [-0.078481, 2.586916, -3.428587], [-1.247270, 1.348530, -2.888765], [0.388050, 0.872786, -3.313809], [-1.610410, 2.884661, -1.358002], [-0.192456, 3.926416, -1.270554], [-0.944600, 4.012187, 0.948529], [0.192132, 2.664190, 1.047152], [-2.852583, 2.513502, 0.868075], [-1.795247, 1.963950, 2.177819], [-3.794902, 0.621924, 0.382513], [-5.016692, -1.215679, -0.287505], [-5.355546, -3.180745, -1.733888], [-3.453829, -4.043414, -3.077867], [-1.248093, -2.942603, -2.957777], [1.917487, 2.284640, -0.347681], [1.805524, 3.173087, -1.879751], [3.595752, 1.474603, -1.714145], [2.591698, 1.342367, -3.154116], [3.286300, -0.824750, -2.159154], [1.537823, -0.660589, -2.393625], [3.946432, -1.641317, -0.285093], [4.862481, -2.808110, 1.496962], [4.783881, -3.674050, 3.798142], [2.794688, -3.248817, 5.224868], [0.948505, -1.835807, 4.359956], [-3.469830, -1.676056, 4.089060], [-3.575502, -2.635186, 3.151235], [-4.681101, -3.480084, 3.233451], [-4.861954, -4.502323, 2.319682], [-3.940666, -4.694096, 1.298283], [-2.850001, -3.850927, 1.201156], [-2.639584, -2.815720, 2.110284], [-1.447870, -1.951306, 1.901767], [-0.734345, -2.069341, 0.847117], [-1.212100, -1.090090, 2.868770], [-0.136323, -0.250810, 2.749562], [0.083319, 0.704588, 3.722166], [1.187301, 1.575713, 3.820665], [1.448112, 2.164425, 5.081445], [2.550344, 2.956919, 5.305466], [3.441134, 3.199088, 4.254472], [3.185968, 2.700894, 2.993407], [2.037937, 1.924597, 2.697779], [1.749249, 1.598801, 1.488480], [-2.588375, -1.242555, 3.935716], [-5.382778, -3.315596, 4.041616], [-5.726609, -5.149026, 2.409797], [-4.080738, -5.491487, 0.579239], [-2.129146, -3.958237, 0.399951], [-0.662914, 0.683903, 4.503447], [0.768439, 1.943656, 5.899097], [2.726453, 3.371959, 6.290640], [4.332581, 3.790329, 4.433804], [3.852889, 2.920740, 2.167003]], "forces_ev_per_a": [[1.3, 0.2, -0.4], [0.0, -0.2, 0.0], [0.3, 0.0, 0.1], [-0.1, 0.1, 0.2], [0.0, -0.3, -0.2], [0.0, 0.3, 0.2], [-1.5, 0.3, -0.1], [0.1, 0.4, 0.1], [0.3, -0.4, -0.3], [0.0, 0.1, 0.1], [-0.1, -0.1, -0.1], [-0.1, 0.1, 0.1], [0.2, 0.0, -0.1], [-0.6, -0.2, -0.2], [-0.3, -0.3, -0.3], [0.2, 0.1, -0.1], [-0.1, -0.1, 0.0], [0.1, 0.2, 0.1], [-0.3, -0.1, -0.4], [0.4, -0.2, 0.3], [-0.3, 0.3, -0.4], [0.0, -0.1, 0.1], [0.0, 0.0, -0.1], [0.1, -0.1, 0.1], [-0.2, 0.1, 0.0], [0.5, -0.4, 0.2], [0.8, -0.9, 1.8], [0.0, 0.0, 0.0], [0.0, 0.0, 0.0], [0.0, 0.0, 0.0], [0.0, 0.0, -0.1], [0.0, -0.1, -0.1], [0.0, 0.0, 0.0], [0.0, 0.2, 0.1], [0.0, 0.0, 0.0], [0.0, -0.1, -0.1], [0.0, 0.1, 0.0], [0.0, 0.0, 0.0], [0.0, 0.0, 0.0], [0.0, 0.0, 0.0], [0.0, 0.0, 0.0], [-0.1, 0.0, 0.0], [-0.1, 0.0, 0.0], [0.0, 0.0, 0.0], [0.1, 0.0, 0.0], [-0.1, -0.1, 0.0], [0.1, 0.0, -0.1], [0.0, 0.1, 0.0], [0.0, 0.0, 0.0], [0.0, 0.0, 0.0], [0.0, 0.0, 0.0], [0.0, 0.1, 0.0], [0.4, 0.2, 0.0], [0.0, -0.1, -0.1], [0.0, 0.0, 0.0], [0.0, 0.1, 0.0], [0.0, -0.1, -0.1], [0.0, 0.1, 0.0], [-0.1, -0.2, -0.1], [0.4, 0.4, 0.6], [-0.4, 0.2, -0.2], [-0.4, -0.7, 0.5], [-0.5, 0.6, -1.3], [0.1, 0.2, 0.4], [0.1, 0.0, -0.2], [0.0, 0.0, -0.1], [-0.1, 0.0, 0.1], [0.0, 0.0, 0.0], [0.0, 0.0, 0.0], [-0.1, 0.0, 0.0], [-0.1, 0.2, -0.1], [-0.2, 0.0, 0.0], [0.0, 0.0, 0.0], [0.0, 0.0, 0.0], [0.0, 0.0, 0.0], [0.0, 0.0, 0.0], [0.0, -0.2, 0.1], [0.0, 0.0, 0.0], [0.0, 0.0, 0.0], [0.0, 0.0, 0.0], [0.0, 0.0, 0.0]]}



{"formula": "C44H46F6O4S2", "method": "ωB97M-V/def2-TZVPD", "relative_energy_kcal_mol": 8.2, "homo_lumo_gap_ev": 9.22, "largest_force_ev_per_a": 16.3, "smiles": "O=S1(=O)CCCC1.O=S1(=O)CCCC1.Fc1ccccc1.Fc1ccccc1.Fc1ccccc1.Fc1ccccc1.Fc1ccccc1.Fc1ccccc1", "e_tot_ev": -92526.8308, "multiplicity": 1, "elements": ["O", "S", "O", "C", "C", "C", "C", "H", "H", "H", "H", "H", "H", "H", "H", "O", "S", "O", "C", "C", "C", "C", "H", "H", "H", "H", "H", "H", "H", "H", "F", "C", "C", "C", "C", "C", "C", "H", "H", "H", "H", "H", "F", "C", "C", "C", "C", "C", "C", "H", "H", "H", "H", "H", "F", "C", "C", "C", "C", "C", "C", "H", "H", "H", "H", "H", "F", "C", "C", "C", "C", "C", "C", "H", "H", "H", "H", "H", "F", "C", "C", "C", "C", "C", "C", "H", "H", "H", "H", "H", "F", "C", "C", "C", "C", "C", "C", "H", "H", "H", "H", "H"], "xyz": [[-2.253324, -4.072931, -2.819598], [-0.836324, -3.877931, -3.088598], [0.037676, -4.973931, -3.170598], [-0.618324, -2.820931, -4.490598], [-0.414324, -1.391931, -4.054598], [0.329676, -1.539931, -2.711598], [-0.139324, -2.680931, -2.015598], [-1.445324, -2.778931, -5.133598], [0.234676, -3.175931, -5.003598], [0.198676, -0.727931, -4.797598], [-1.340324, -0.753931, -3.828598], [-0.034324, -0.726931, -2.152598], [1.326676, -1.526931, -2.764598], [-0.891324, -2.537931, -1.154598], [0.788676, -3.231931, -1.556598], [-5.608324, 5.421069, -0.278598], [-4.492324, 4.467069, -0.273598], [-3.828324, 3.985069, -1.454598], [-3.263324, 5.241069, 0.705402], [-2.924324, 4.047069, 1.673402], [-4.245324, 3.285069, 1.913402], [-4.982324, 3.136069, 0.754402], [-3.596324, 6.191069, 1.263402], [-2.534324, 5.413069, -0.013598], [-2.092324, 3.382069, 1.295402], [-2.481324, 4.233069, 2.381402], [-4.699324, 3.822069, 2.543402], [-3.736324, 2.494069, 2.285402], [-6.023324, 2.991069, 0.847402], [-4.781324, 2.227069, 0.187402], [4.437676, 0.646069, -7.270598], [3.998676, 0.602069, -6.011598], [2.831676, 1.359069, -5.598598], [2.491676, 1.339069, -4.216598], [3.217676, 0.586069, -3.233598], [4.313676, -0.196931, -3.666598], [4.617676, -0.135931, -5.024598], [2.285676, 1.939069, -6.256598], [1.775676, 2.161069, -3.758598], [2.746676, 0.657069, -2.221598], [4.909676, -0.695931, -2.988598], [5.310676, -0.929931, -5.274598], [0.965676, 5.253069, -0.362598], [1.248676, 5.232069, -1.651598], [0.512676, 6.282069, -2.410598], [0.815676, 6.324069, -3.787598], [1.785676, 5.472069, -4.440598], [2.549676, 4.649069, -3.619598], [2.162676, 4.453069, -2.262598], [-0.426324, 6.820069, -2.107598], [0.249676, 6.974069, -4.600598], [1.944676, 5.633069, -5.439598], [3.253676, 3.996069, -4.025598], [2.497676, 3.642069, -1.671598], [0.035676, 1.321069, 6.808402], [0.966676, 0.653069, 6.002402], [1.522676, 1.171069, 4.853402], [2.390676, 0.445069, 4.064402], [2.601676, -0.849931, 4.258402], [2.097676, -1.435931, 5.458402], [1.151676, -0.735931, 6.313402], [1.296676, 2.073069, 4.434402], [2.803676, 0.809069, 3.130402], [3.222676, -1.495931, 3.552402], [2.104676, -2.439931, 5.557402], [0.612676, -1.098931, 7.256402], [-3.401324, 0.367069, -0.379598], [-2.086324, 0.500069, -0.008598], [-1.367324, 1.643069, -0.478598], [-0.031324, 1.794069, -0.170598], [0.684676, 0.767069, 0.513402], [0.033676, -0.340931, 0.907402], [-1.307324, -0.593931, 0.615402], [-2.078324, 2.442069, -0.875598], [0.381676, 2.634069, -0.606598], [1.790676, 0.868069, 0.530402], [0.412676, -1.288931, 1.449402], [-1.871324, -1.342931, 0.743402], [1.546676, -3.437931, 2.706402], [1.760676, -4.472931, 1.929402], [2.916676, -5.320931, 2.239402], [3.317676, -6.270931, 1.345402], [2.510676, -6.525931, 0.145402], [1.285676, -5.732931, -0.083598], [0.944676, -4.743931, 0.787402], [3.644676, -5.085931, 3.030402], [4.197676, -6.824931, 1.594402], [2.762676, -7.304931, -0.699598], [0.831676, -6.043931, -1.092598], [0.040676, -4.403931, 0.776402], [-4.114324, -4.076931, 1.954402], [-3.483324, -3.479931, 3.017402], [-4.194324, -3.068931, 4.110402], [-3.495324, -2.517931, 5.238402], [-2.123324, -2.378931, 5.406402], [-1.431324, -2.759931, 4.231402], [-2.083324, -3.248931, 3.051402], [-5.275324, -3.260931, 4.158402], [-4.234324, -2.246931, 6.127402], [-1.628324, -2.051931, 6.289402], [-0.264324, -2.669931, 4.343402], [-1.551324, -3.512931, 2.278402]], "forces_ev_per_a": [[1.0, 0.0, -0.1], [-2.7, 2.2, -0.1], [1.4, -2.4, -0.4], [-0.5, 1.1, -0.8], [0.8, 2.1, 0.2], [-3.3, 2.8, -1.3], [0.4, -4.1, 5.0], [-1.3, -0.9, -1.0], [1.0, -0.4, -0.6], [-1.0, -1.5, 1.2], [0.9, -1.4, -0.6], [0.4, 1.6, 0.9], [3.8, 0.2, -0.6], [1.1, 0.0, -1.4], [-1.9, 0.8, -0.5], [0.7, -1.0, -1.0], [-2.6, 2.9, -0.3], [-0.2, -0.2, -0.4], [-0.3, -0.6, 3.0], [-6.0, -2.9, -14.3], [6.2, -0.7, -1.1], [-1.1, -2.5, -4.3], [0.2, -1.6, -1.1], [1.7, 0.7, -0.9], [-1.3, 0.3, -0.9], [7.1, 4.6, 13.9], [-3.7, 3.6, 5.5], [0.0, -3.5, 1.7], [-1.4, 1.0, 0.3], [0.8, 0.0, -0.1], [-0.1, -0.3, 0.1], [-2.7, 1.3, 2.1], [2.5, -1.9, 2.1], [0.2, 1.3, 0.8], [-0.9, 0.5, -1.0], [-3.2, 3.0, -0.9], [1.2, -1.9, -0.2], [-0.9, 1.1, -1.3], [1.0, -2.2, -1.4], [1.1, -0.3, -0.7], [1.1, -1.4, 1.1], [0.6, 0.5, -0.7], [0.1, -1.1, 1.1], [-2.5, 4.4, -2.5], [0.5, -1.8, -1.6], [-0.7, 0.1, -1.8], [-0.3, 1.0, 4.6], [-2.5, 0.4, 0.3], [0.4, 0.1, -0.5], [1.5, -0.5, 0.4], [0.9, -1.1, 2.4], [0.6, 0.0, -2.3], [1.2, -0.8, -0.6], [1.1, -0.7, 0.4], [1.4, -0.4, -1.4], [-1.1, -2.0, 0.7], [0.2, -0.7, 1.0], [-0.2, 1.0, -1.6], [1.3, -3.9, 1.8], [-2.8, 3.5, -0.1], [1.4, 1.2, -0.4], [-0.8, 2.7, -0.3], [-0.2, 0.8, 0.2], [-1.0, 1.1, 1.1], [0.6, -3.2, 0.6], [1.1, 0.1, -1.7], [1.3, -0.1, 0.7], [3.1, -1.0, -0.4], [-3.4, -0.2, 1.1], [-0.7, -2.4, 0.5], [1.3, 2.6, -1.6], [-1.4, -4.5, 1.4], [0.6, 9.4, -2.8], [1.6, -0.9, 0.0], [1.5, 1.6, -0.4], [-0.9, -0.1, 0.5], [0.5, 2.0, -0.9], [-3.4, -6.3, 1.7], [-0.7, 0.9, 0.8], [2.2, -3.5, -1.6], [-1.3, 2.7, -0.4], [-2.3, -1.1, -2.9], [-0.5, 0.7, -0.1], [3.7, -3.7, -1.9], [5.0, -1.4, 2.6], [-0.9, 0.1, 0.0], [0.4, -0.4, -0.3], [-0.2, 1.6, 2.1], [-0.1, 1.1, 2.0], [-5.2, 2.9, -0.4], [0.9, 0.7, 0.9], [1.3, 0.5, 0.2], [0.1, 0.2, 1.3], [-3.2, 0.2, 2.1], [-1.2, -1.1, -3.2], [1.7, 0.0, 0.1], [-2.5, 1.2, 4.8], [0.6, 0.3, 0.1], [1.8, -0.5, -1.8], [0.1, 0.3, 0.4], [-2.4, -0.3, -1.0], [3.0, -1.4, -4.1]]}



{"formula": "C5H6O", "method": "ωB97M-V/def2-TZVPD", "relative_energy_kcal_mol": 62.6, "homo_lumo_gap_ev": 10.46, "largest_force_ev_per_a": 0.8, "smiles": "CC#C[C@H]1CO1", "e_tot_ev": -7326.5719, "multiplicity": 1, "elements": ["C", "C", "C", "C", "C", "O", "H", "H", "H", "H", "H", "H"], "xyz": [[-2.648045, -0.140518, 0.112640], [-1.225328, 0.107093, -0.070263], [-0.032917, 0.132692, -0.228280], [1.351626, 0.473940, -0.402203], [2.407673, -0.241520, 0.309901], [2.199326, -0.442171, -1.078117], [-3.109866, -0.353664, -0.861115], [-2.689483, -0.980836, 0.792505], [-3.199729, 0.698247, 0.557195], [1.506221, 1.519512, -0.663886], [2.134123, -1.079124, 0.950016], [3.306402, 0.306344, 0.581608]], "forces_ev_per_a": [[0.0, 0.3, -0.2], [0.4, 0.0, -0.2], [-0.7, 0.4, 0.0], [-0.1, 0.3, 0.0], [0.2, 0.0, 0.3], [0.1, -0.1, -0.2], [0.0, -0.2, 0.4], [-0.6, -0.3, 0.0], [0.3, -0.1, -0.1], [0.1, -0.1, 0.0], [0.1, 0.1, -0.1], [0.0, -0.1, -0.1]]}



{"formula": "CH5Cl3Si2", "method": "ωB97M-V/def2-TZVPD", "relative_energy_kcal_mol": 85.3, "homo_lumo_gap_ev": 8.46, "largest_force_ev_per_a": 3.8, "e_tot_ev": -54441.1951, "multiplicity": 1, "elements": ["C", "Si", "Si", "Cl", "Cl", "Cl", "H", "H", "H", "H", "H"], "xyz": [[-1.266197, -1.401801, -1.249793], [1.179170, 1.810599, 0.942206], [-0.076690, -2.306288, -0.057618], [2.954617, 3.093122, 0.093042], [1.034874, 0.659209, -0.624518], [-0.636792, -1.416091, 2.197433], [-2.010887, -2.346615, -1.306959], [-1.790552, -0.556587, -0.821067], [-0.916137, -1.430428, -2.291500], [0.419113, 2.950495, 1.073606], [1.109482, 0.944386, 2.045169]], "forces_ev_per_a": [[-0.9, -3.2, 0.7], [3.1, 2.0, -0.9], [-0.5, 1.1, 1.3], [-1.4, -1.4, 1.4], [-0.5, -1.3, -1.8], [0.3, -0.6, -2.2], [0.9, 1.8, 0.4], [-0.1, 0.2, -0.5], [0.1, 0.8, 0.4], [-1.7, 1.4, 0.1], [0.6, -0.6, 1.3]]}



{"formula": "C4H8IP", "method": "ωB97M-V/def2-TZVPD", "relative_energy_kcal_mol": 65.5, "homo_lumo_gap_ev": [6.94, 8.06], "largest_force_ev_per_a": 3.0, "e_tot_ev": -21663.2372, "multiplicity": 1, "elements": ["C", "C", "C", "C", "P", "I", "H", "H", "H", "H", "H", "H", "H", "H"], "xyz": [[-0.118131, -0.137008, -0.324021], [0.972774, -1.144987, 0.345417], [-0.916672, 0.425942, 0.820931], [2.123818, -0.385618, 0.958551], [-0.482900, 2.251049, 0.930218], [2.316757, -0.011316, 2.927132], [0.488652, 0.584851, -0.810426], [-0.781218, -0.596292, -1.111013], [0.351509, -1.697138, 1.112321], [1.348879, -1.808585, -0.492979], [-1.994662, 0.207770, 0.644934], [-0.615505, -0.115853, 1.867848], [2.949543, 0.055068, 0.395617], [-1.017224, 2.401256, -0.393466]], "forces_ev_per_a": [[0.8, -2.2, 0.3], [-0.8, 0.1, -0.9], [-0.3, -0.4, 2.6], [-0.4, -0.3, -0.9], [-0.6, -0.7, -0.3], [-0.1, 0.0, 0.7], [0.4, 0.9, -0.6], [0.8, 0.0, 0.9], [1.2, 0.1, -0.9], [-0.3, 0.5, 1.1], [0.6, 0.5, 0.4], [-0.8, 1.4, -2.5], [-0.5, -0.3, -0.1], [0.2, 0.4, 0.3]]}